{
  "formula": "C44H39BCl2F4HfN4O5",
  "method": "the ωB97M-V functional and the def2-TZVPD basis",
  "elements": ["Hf", "C", "O", "C", "N", "C", "C", "C", "C", "C", "C", "C", "C", "C", "C", "C", "C", "N", "C", "N", "C", "C", "O", "C", "C", "C", "C", "C", "C", "H", "H", "H", "H", "H", "H", "H", "H", "H", "H", "H", "H", "H", "H", "H", "H", "H", "H", "H", "Cl", "C", "C", "C", "Cl", "C", "C", "C", "C", "N", "C", "C", "O", "H", "H", "H", "H", "F", "B", "F", "F", "F", "C", "C", "C", "O", "C", "H", "H", "H", "H", "H", "H", "H", "H", "C", "C", "O", "C", "C", "C", "C", "C", "C", "H", "H", "H", "H", "H", "H", "H", "H"],
  "xyz": [[-0.360, -0.396, 0.662], [2.218, 0.788, 4.394], [2.909, -0.229, 3.657], [2.152, -0.539, 2.629], [1.047, 0.099, 2.462], [0.913, 1.039, 3.569], [0.730, 2.495, 3.181], [0.329, 3.302, 4.177], [0.295, 4.738, 4.281], [0.819, 5.629, 3.436], [0.605, 4.287, 1.317], [1.145, 2.909, 1.775], [2.506, -1.619, 1.714], [3.658, -2.392, 1.828], [3.833, -3.441, 0.934], [2.840, -3.704, -0.001], [1.715, -2.880, -0.023], [1.564, -1.839, 0.794], [0.543, -3.117, -0.866], [-0.537, -2.429, -0.728], [-1.539, -3.049, -1.607], [-0.729, -4.137, -2.365], [0.563, -4.092, -1.753], [-2.694, -3.658, -0.840], [-3.945, -3.742, -1.440], [-5.001, -4.327, -0.762], [-4.818, -4.805, 0.527], [-3.569, -4.740, 1.121], [-2.504, -4.191, 0.429], [2.867, 1.665, 4.471], [2.021, 0.407, 5.398], [0.039, 0.749, 4.162], [0.053, 2.804, 5.099], [-0.143, 5.103, 5.199], [0.792, 6.673, 3.704], [0.930, 4.402, 0.269], [0.808, 2.167, -0.126], [4.375, -2.177, 2.604], [4.723, -4.052, 0.976], [2.909, -4.535, -0.684], [-1.925, -2.296, -2.299], [-0.618, -3.935, -3.433], [-1.148, -5.138, -2.231], [-4.096, -3.364, -2.442], [-5.969, -4.402, -1.234], [-5.651, -5.223, 1.070], [-3.421, -5.110, 2.125], [-1.528, -4.148, 0.892], [-4.747, 1.799, 0.681], [-3.257, 2.635, 0.895], [-3.241, 3.965, 1.277], [-2.039, 4.655, 1.456], [-2.048, 6.303, 1.932], [-0.854, 3.979, 1.259], [1.416, 5.307, 2.104], [2.716, 4.532, 2.213], [2.604, 3.237, 1.916], [0.428, 1.996, 0.814], [-0.888, 2.632, 0.890], [-2.053, 1.914, 0.707], [-1.972, 0.631, 0.394], [-4.171, 4.483, 1.453], [1.563, 6.232, 1.544], [3.624, 5.017, 2.523], [3.405, 2.522, 1.956], [-1.552, -0.181, 2.734], [-1.856, -1.547, 2.514], [-0.532, -2.122, 2.331], [-2.583, -2.109, 3.447], [-2.345, -1.598, 1.197], [3.866, -0.665, -2.157], [4.517, 0.307, -1.165], [3.335, 0.882, -0.366], [2.150, 0.165, -0.743], [2.385, -0.300, -2.074], [4.028, -1.699, -1.852], [4.248, -0.538, -3.167], [5.044, 1.104, -1.686], [5.230, -0.202, -0.520], [3.206, 1.948, -0.593], [3.461, 0.749, 0.709], [2.140, 0.498, -2.784], [1.725, -1.149, -2.239], [-2.933, 0.173, -2.111], [-1.505, 0.059, -2.518], [-0.566, -0.019, -1.692], [-1.264, -0.002, -3.966], [-2.092, 0.690, -4.862], [-1.920, 0.547, -6.225], [-0.940, -0.297, -6.724], [-0.102, -0.974, -5.849], [-0.254, -0.819, -4.485], [-3.122, -0.386, -1.194], [-3.612, -0.145, -2.896], [-3.150, 1.217, -1.874], [-2.848, 1.364, -4.493], [-2.563, 1.086, -6.903], [-0.832, -0.431, -7.789], [0.664, -1.628, -6.235], [0.379, -1.368, -3.806]],
  "homo_energy_ev": -13.00,
  "relative_energy_kj_mol": 286.88,
  "multiplicity": 1,
  "gap_ev": 6.6368,
  "charge": 2,
  "e_tot_ha": -3687.90287
}

{
  "formula": "C44H39N4O2P2ReS3",
  "method": "the ωB97M-V functional and the def2-TZVPD basis",
  "elements": ["Re", "C", "N", "C", "P", "C", "C", "C", "C", "C", "C", "C", "C", "C", "C", "C", "C", "C", "C", "C", "C", "C", "C", "P", "C", "C", "C", "C", "C", "C", "C", "C", "C", "C", "C", "C", "H", "H", "H", "H", "H", "H", "H", "H", "H", "H", "H", "H", "H", "H", "H", "H", "H", "H", "H", "H", "H", "H", "H", "H", "H", "H", "H", "H", "H", "O", "N", "C", "C", "C", "C", "C", "S", "H", "H", "H", "H", "S", "C", "C", "N", "C", "S", "C", "N", "C", "C", "C", "O", "H", "H", "H", "H", "H", "H"],
  "xyz": [[2.619, 0.657, -0.472], [-0.647, -1.676, 0.525], [-1.633, -0.617, 0.446], [-1.340, 0.476, -0.443], [0.264, 1.446, -0.285], [-0.281, 2.780, -1.408], [-0.831, 3.974, -0.945], [-1.286, 4.931, -1.840], [-1.217, 4.696, -3.206], [-0.698, 3.499, -3.674], [-0.230, 2.547, -2.780], [0.217, 2.260, 1.339], [-0.534, 1.958, 2.399], [-0.316, 2.611, 3.704], [0.571, 3.588, 3.889], [1.387, 4.138, 2.759], [1.318, 3.258, 1.493], [-2.730, -0.556, 1.315], [-3.911, 0.089, 0.924], [-5.000, 0.158, 1.777], [-4.962, -0.430, 3.034], [-3.805, -1.088, 3.421], [-2.702, -1.149, 2.584], [-0.606, -3.023, -0.764], [-2.099, -3.989, -0.351], [-3.298, -3.453, 0.126], [-4.367, -4.277, 0.439], [-4.261, -5.652, 0.270], [-3.079, -6.198, -0.205], [-2.005, -5.371, -0.504], [-1.050, -2.128, -2.300], [-0.005, -1.532, -3.012], [-0.252, -0.816, -4.173], [-1.552, -0.694, -4.648], [-2.594, -1.304, -3.965], [-2.345, -2.021, -2.801], [-0.776, -2.240, 1.447], [0.363, -1.254, 0.567], [-2.095, 1.251, -0.335], [-1.348, 0.175, -1.493], [-0.919, 4.160, 0.119], [-1.701, 5.859, -1.468], [-1.570, 5.444, -3.904], [-0.643, 3.306, -4.738], [0.178, 1.620, -3.160], [-1.315, 1.215, 2.348], [-0.924, 2.274, 4.534], [0.674, 4.045, 4.867], [1.141, 5.192, 2.610], [1.422, 3.863, 0.592], [-3.993, 0.511, -0.068], [-5.897, 0.664, 1.442], [-5.819, -0.382, 3.692], [-3.749, -1.557, 4.396], [-1.810, -1.647, 2.938], [-3.403, -2.381, 0.255], [-5.286, -3.843, 0.813], [-5.098, -6.295, 0.512], [-2.987, -7.269, -0.335], [-1.077, -5.804, -0.862], [1.014, -1.609, -2.650], [0.575, -0.353, -4.698], [-1.748, -0.137, -5.556], [-3.607, -1.228, -4.340], [-3.168, -2.498, -2.289], [2.378, 0.357, 1.693], [2.739, 1.378, 2.441], [3.136, 1.187, 3.648], [3.588, 2.262, 4.515], [3.535, 3.528, 4.110], [2.934, 3.868, 2.795], [2.741, 2.709, 1.771], [3.771, 2.548, 0.311], [3.155, 0.152, 3.960], [3.984, 1.979, 5.479], [3.894, 4.325, 4.749], [3.476, 4.678, 2.307], [2.794, 1.245, -2.713], [4.464, 0.934, -3.138], [4.891, 1.401, -4.423], [5.234, 1.777, -5.455], [5.297, 0.265, -2.311], [4.752, -0.378, -0.785], [6.660, 0.006, -2.674], [7.750, -0.224, -2.959], [2.755, -3.510, -1.370], [2.412, -2.654, -0.195], [2.484, -3.223, 1.183], [2.052, -1.497, -0.364], [3.323, -4.392, -1.084], [3.306, -2.911, -2.093], [1.811, -3.832, -1.822], [3.484, -3.625, 1.354], [1.784, -4.061, 1.248], [2.243, -2.460, 1.919]],
  "homo_energy_ev": [-6.61, -7.28],
  "relative_energy_kj_mol": 300.27,
  "multiplicity": 3,
  "gap_ev": [5.8516, 6.3180],
  "e_tot_ha": -4025.05186
}

{
  "formula": "C44H39N7OsP2",
  "method": "the ωB97M-V functional and the def2-TZVPD basis",
  "elements": ["Os", "N", "C", "N", "C", "N", "N", "C", "C", "C", "C", "C", "C", "N", "C", "C", "C", "C", "C", "C", "H", "H", "H", "H", "H", "H", "H", "H", "H", "H", "H", "N", "P", "C", "C", "C", "C", "C", "C", "C", "C", "C", "C", "C", "C", "C", "C", "C", "C", "C", "N", "H", "H", "H", "H", "H", "H", "H", "H", "H", "H", "H", "H", "H", "H", "H", "C", "P", "C", "C", "C", "C", "C", "C", "C", "C", "C", "C", "C", "C", "H", "H", "H", "H", "H", "H", "H", "H", "H", "H", "H", "H", "H"],
  "xyz": [[0.071, 0.281, -0.423], [0.258, -3.908, -1.525], [0.440, -2.614, -1.523], [0.001, -1.806, -0.559], [-0.734, -2.369, 0.509], [-1.308, -1.609, 1.394], [-1.100, -0.288, 1.110], [-1.648, 0.637, 1.820], [-1.306, 2.006, 1.448], [-1.859, 3.106, 2.072], [-1.475, 4.379, 1.664], [-0.533, 4.506, 0.656], [-0.006, 3.365, 0.073], [-0.382, 2.133, 0.444], [-0.875, -3.808, 0.580], [-1.504, -4.449, 1.654], [-1.645, -5.821, 1.641], [-1.182, -6.572, 0.556], [-0.556, -5.960, -0.514], [-0.398, -4.583, -0.480], [0.626, -4.453, -2.297], [1.000, -2.180, -2.341], [-2.305, 0.392, 2.647], [-2.586, 2.967, 2.862], [-1.902, 5.257, 2.133], [-0.202, 5.478, 0.317], [0.748, 3.432, -0.698], [-1.875, -3.859, 2.480], [-2.122, -6.322, 2.472], [-1.315, -7.646, 0.551], [-0.196, -6.542, -1.354], [-0.029, 1.725, -3.237], [-0.874, 0.303, -2.849], [-1.524, -0.342, -4.388], [-1.272, -1.653, -4.787], [-1.800, -2.121, -5.982], [-2.567, -1.279, -6.773], [-2.823, 0.030, -6.374], [-2.312, 0.502, -5.179], [-2.313, 0.804, -1.872], [-2.672, 2.141, -1.646], [-3.839, 2.433, -0.962], [-4.646, 1.403, -0.485], [-4.300, 0.071, -0.706], [-3.141, -0.229, -1.394], [1.248, 1.918, -2.739], [2.149, 2.781, -3.366], [3.413, 2.923, -2.844], [3.769, 2.205, -1.695], [2.833, 1.393, -1.122], [1.575, 1.244, -1.617], [-0.205, 2.153, -4.139], [-0.662, -2.308, -4.179], [-1.608, -3.137, -6.299], [-2.972, -1.642, -7.709], [-3.432, 0.676, -6.992], [-2.550, 1.513, -4.863], [-2.057, 2.940, -2.042], [-4.141, 3.463, -0.823], [-5.563, 1.638, 0.040], [-4.952, -0.722, -0.363], [-2.894, -1.266, -1.604], [1.850, 3.311, -4.260], [4.128, 3.576, -3.327], [4.762, 2.273, -1.273], [3.064, 0.826, -0.229], [1.042, 1.144, 4.610], [1.894, 0.709, 3.074], [2.182, -1.042, 3.009], [2.584, -1.621, 1.797], [2.838, -2.979, 1.723], [2.673, -3.773, 2.854], [2.254, -3.211, 4.055], [1.992, -1.854, 4.135], [3.393, 1.632, 2.951], [4.645, 0.987, 2.946], [5.795, 1.748, 3.022], [5.713, 3.139, 3.042], [4.476, 3.785, 3.005], [3.319, 3.040, 2.944], [1.717, 0.946, 5.446], [0.127, 0.564, 4.722], [0.802, 2.207, 4.613], [2.733, -1.001, 0.918], [3.191, -3.419, 0.800], [2.879, -4.834, 2.803], [2.145, -3.831, 4.935], [1.675, -1.432, 5.080], [4.708, -0.093, 2.939], [6.759, 1.262, 3.084], [6.621, 3.727, 3.080], [4.431, 4.865, 3.027], [2.356, 3.538, 2.911]],
  "homo_energy_ev": [-18.12, -18.48],
  "multiplicity": 5,
  "gap_ev": [6.6397, 5.6435],
  "charge": 4,
  "e_tot_ha": -2855.41651
}